(1)
{
  "formula": "C29H32AsCuN6Si",
  "method": "wB97M-V/def2-TZVPD",
  "symbols": ["Cu", "N", "C", "N", "C", "N", "N", "C", "N", "C", "C", "C", "C", "C", "N", "H", "H", "H", "H", "H", "H", "H", "H", "C", "As", "C", "C", "C", "C", "C", "C", "C", "C", "H", "H", "H", "H", "H", "H", "H", "H", "H", "H", "H", "H", "H", "C", "C", "C", "C", "C", "C", "Si", "C", "C", "C", "C", "C", "C", "H", "H", "H", "H", "H", "H", "H", "H", "H", "H", "H"],
  "positions_angstrom": [[1.0020, 0.5435, 0.6482], [3.6744, -1.4125, -0.2715], [4.0246, -0.1468, -0.0394], [5.3146, 0.1522, -0.1240], [5.6307, 1.4299, 0.0612], [6.9111, 1.7871, -0.0181], [4.7338, 2.4097, 0.3231], [3.4897, 2.0130, 0.4090], [3.0548, 0.7569, 0.2415], [2.4793, 3.0369, 0.7707], [2.7895, 4.3882, 0.7714], [1.8337, 5.2861, 1.2160], [0.6170, 4.8004, 1.6703], [0.3848, 3.4376, 1.6179], [1.2840, 2.5727, 1.1520], [4.4011, -2.0562, -0.5327], [2.7099, -1.6784, -0.3590], [7.6131, 1.0877, -0.1812], [7.1636, 2.7464, 0.1354], [3.7647, 4.7065, 0.4364], [2.0438, 6.3468, 1.2245], [-0.1398, 5.4673, 2.0583], [-0.5456, 3.0123, 1.9669], [-2.2979, 3.1318, -0.3110], [-1.5394, 1.3262, -0.2167], [-1.1718, 1.1288, -2.1229], [-3.1944, 0.2262, -0.0650], [-4.3746, 0.7961, -0.7842], [-4.6475, 0.4250, -2.0992], [-5.7373, 0.9556, -2.7733], [-6.5698, 1.8693, -2.1448], [-6.3108, 2.2411, -0.8329], [-5.2267, 1.7042, -0.1581], [-3.0672, 3.1535, -1.0802], [-1.5165, 3.8476, -0.5649], [-2.7413, 3.4236, 0.6405], [-2.0474, 1.4271, -2.7003], [-0.9138, 0.1003, -2.3686], [-0.3309, 1.7625, -2.4053], [-3.3990, 0.0970, 0.9979], [-2.9358, -0.7480, -0.4763], [-4.0082, -0.2986, -2.5932], [-5.9413, 0.6434, -3.7894], [-7.4201, 2.2814, -2.6713], [-6.9605, 2.9468, -0.3313], [-5.0440, 1.9788, 0.8752], [0.9794, -4.4980, 4.3335], [2.0491, -4.1191, 3.5348], [1.8511, -3.2479, 2.4746], [0.5798, -2.7499, 2.1821], [-0.4799, -3.1204, 3.0142], [-0.2859, -3.9912, 4.0753], [0.1637, -1.6900, 0.6733], [0.3981, -2.7367, -0.8921], [1.4378, -3.6533, -1.0622], [1.5182, -4.4439, -2.1991], [0.5610, -4.3302, -3.1965], [-0.4850, -3.4311, -3.0438], [-0.5608, -2.6464, -1.9042], [1.1338, -5.1816, 5.1579], [3.0398, -4.5042, 3.7401], [2.7067, -2.9524, 1.8768], [-1.4734, -2.7327, 2.8208], [-1.1254, -4.2763, 4.6961], [-1.3193, -1.5759, 0.7696], [2.1768, -3.7946, -0.2796], [2.3232, -5.1605, -2.3008], [0.6214, -4.9506, -4.0808], [-1.2483, -3.3493, -3.8072], [-1.4006, -1.9706, -1.7844]],
  "mulliken_charge": [-0.43, -0.16, 0.79, -0.69, 0.47, -0.33, -0.60, 0.22, -0.41, 0.72, -0.44, -0.38, -0.79, -0.30, -0.08, 0.24, -0.53, 0.25, 0.24, 0.50, 0.46, 0.44, 0.78, -1.32, 0.34, -1.26, -0.85, 0.02, -0.14, -0.72, -0.48, -0.66, -0.24, 0.44, 0.44, 0.42, 0.48, 0.28, 0.42, 0.62, 0.36, 0.40, 0.40, 0.40, 0.40, 0.39, -0.46, -0.74, -0.13, 0.37, -0.30, -0.65, 1.60, 0.13, 0.25, -0.91, -0.52, -0.80, -0.25, 0.38, 0.40, 0.41, 0.30, 0.39, -0.46, 0.32, 0.42, 0.38, 0.42, 0.32],
  "charge": 1,
  "spin_multiplicity": 2,
  "s_squared": 0.756,
  "homo_ha": [-0.3713, -0.4052]
}

(2)
{
  "formula": "CH2Br2S",
  "method": "wB97M-V/def2-TZVPD",
  "symbols": ["C", "S", "Br", "Br", "H", "H"],
  "positions_angstrom": [[0.1972, 0.0550, -0.3215], [-0.5041, 3.0788, 1.6058], [0.9211, 0.8942, -1.7625], [0.6713, 4.1475, 0.1923], [-0.2196, 0.6481, 0.4700], [0.2206, -1.0179, -0.2879]],
  "mulliken_charge": [-0.42, -0.07, -0.01, 0.07, 0.10, 0.34],
  "spin_multiplicity": 3,
  "s_squared": 2.009,
  "homo_ha": [-0.3061, -0.3377]
}

(3)
{
  "formula": "C21H37AlClINO4P",
  "method": "wB97M-V/def2-TZVPD",
  "symbols": ["C", "C", "C", "C", "C", "C", "Al", "C", "C", "O", "Cl", "O", "C", "C", "C", "O", "P", "O", "I", "C", "C", "H", "H", "H", "H", "H", "H", "H", "H", "H", "H", "H", "H", "H", "H", "H", "H", "H", "H", "H", "C", "C", "C", "N", "C", "C", "C", "C", "C", "H", "H", "H", "H", "H", "H", "H", "H", "H", "H", "H", "H", "H", "H", "H", "H", "H", "H"],
  "positions_angstrom": [[5.6881, -0.5087, 2.1402], [4.1915, -0.1150, 2.4575], [3.2345, 0.0143, 1.3718], [1.8587, 0.3910, 1.7218], [1.4234, 0.6610, 3.0859], [-0.0346, 1.0469, 3.4557], [-0.6707, 2.8493, 2.7457], [-0.9057, 4.2716, 4.2241], [-1.2343, 5.5946, 3.5091], [-2.3482, 5.8425, 3.1479], [0.0231, 6.8832, 3.1599], [-2.3581, 2.6399, 1.9906], [-3.1166, 1.7017, 2.7457], [-4.6435, 1.8711, 2.3759], [-4.8150, 1.3446, 0.8972], [-5.4758, 1.1246, 3.2838], [0.6863, 3.8246, 1.0990], [2.3569, 3.5479, 1.4257], [0.0725, 2.6877, -1.0428], [2.4283, 0.5195, 4.1616], [3.8113, 0.1139, 3.8635], [6.3311, 0.0921, 2.8434], [5.8674, -1.6086, 2.2242], [5.9056, -0.1097, 1.1128], [3.4545, -0.1432, 0.2940], [1.0845, 0.4745, 0.9153], [-0.6951, 0.1760, 3.1771], [-0.0802, 1.1058, 4.5832], [0.0670, 4.4132, 4.7627], [-1.7496, 3.9452, 4.8793], [-2.9465, 1.8355, 3.8554], [-2.8104, 0.6545, 2.4373], [-4.8616, 2.9697, 2.4287], [-4.0624, 0.5392, 0.6742], [-5.8559, 0.9353, 0.7565], [-4.6210, 2.1691, 0.1550], [-4.9571, 0.4007, 3.6792], [2.7583, 3.3778, 0.5546], [2.1750, 0.6823, 5.2396], [4.5788, -0.0159, 4.6665], [0.3027, -4.4887, -5.6338], [-0.9774, -3.8152, -5.1344], [-0.7831, -2.3471, -4.7554], [-0.5222, -2.0752, -3.2786], [-1.8253, -2.0650, -2.5246], [0.4627, -3.0188, -2.6153], [1.8128, -2.5056, -3.0573], [1.6574, -0.9927, -2.9772], [0.1649, -0.7055, -3.1480], [0.9673, -4.7695, -4.8156], [0.0614, -5.4018, -6.1799], [0.8562, -3.8348, -6.3112], [-1.4307, -4.3989, -4.3298], [-1.6878, -3.8405, -5.9654], [-1.6840, -1.7828, -5.0028], [0.0398, -1.9088, -5.3226], [-2.2862, -3.0472, -2.6185], [-2.4646, -1.2937, -2.9507], [-1.6199, -1.8430, -1.4773], [0.3466, -2.9034, -1.5361], [0.2448, -4.0501, -2.8794], [2.0340, -2.8080, -4.0830], [2.6196, -2.8757, -2.4252], [2.2583, -0.4900, -3.7351], [1.9930, -0.6229, -2.0061], [-0.0599, -0.1078, -4.0303], [-0.2349, -0.2071, -2.2653]],
  "mulliken_charge": [-1.26, 1.02, -0.70, 0.15, 0.11, -0.56, -0.03, -0.42, 0.21, -0.47, -0.22, -0.35, -0.58, 0.38, -0.89, -0.57, 0.07, -0.50, -0.20, -0.73, -0.71, 0.34, 0.26, 0.30, 0.22, 0.19, 0.33, 0.34, 0.42, 0.31, 0.30, 0.20, 0.30, 0.08, 0.34, 0.24, 0.31, 0.29, 0.25, 0.31, -1.17, -0.59, -0.66, 0.32, -1.15, -0.70, -0.58, -0.23, -0.54, 0.25, 0.38, 0.31, 0.28, 0.43, 0.37, 0.58, 0.34, 0.43, 0.45, 0.51, 0.41, 0.18, 0.53, 0.44, -0.09, 0.25, 0.16],
  "homo_ha": -0.2386
}

What is the formula in the third record? C21H37AlClINO4P